Computed, not measured: the molecule CH2NP3 at a distorted geometry, with ωB97M-V/def2-TZVPD.

Summary:
* energy: -1118.04739 a.u.
* structure (SMILES): C1=P#P=[PH]=N1
* LUMO energy: -1.128 eV
* charge: 0
* orbital gap: 8.050 eV
* strongest force on any atom: 0.096 Eh/bohr
* ΔE to the lowest compared entry with this formula, charge and spin: 79.5 kJ/mol

Last columns: bonded neighbours and bond lengths (Å).
Element x y z (Å)
1 C 0.1881 -0.9069 1.0397  P2 1.707, N5 1.522, H6 1.179
2 P 1.5776 -1.8222 0.6575  C1 1.707, P3 2.124
3 P 2.1915 -1.0415 -1.2196  P2 2.124, P4 2.129
4 P 0.8367 0.5695 -0.9040  P3 2.129, N5 1.630, H7 1.541
5 N -0.2956 0.2902 0.2345  C1 1.522, P4 1.630
6 H -0.3255 -0.9964 2.0973  C1 1.179
7 H 0.2661 1.3477 -2.1056  P4 1.541

The net atomic charges from natural (NBO), expressed in e, are: -0.444 0.309 -0.099 0.701 -0.777 0.250 0.060